Record 1
Molecular formula: C30H39N3O4
Method: DFT, ωB97M-V/def2-TZVPD

```
76
Properties=species:S:1:pos:R:3:forces:R:3:mulliken_charge:R:1
O 1.4425 -1.6428 -4.5867 -0.534 0.665 0.797 -0.5989
O -1.6884 -0.2746 -3.8918 0.095 -0.479 0.676 -0.6412
O 1.0372 0.4836 -3.9769 0.320 -0.357 -0.027 -0.1738
O -2.1272 -1.2617 -1.8980 -0.137 0.230 -0.562 -0.1984
N -1.4101 1.8664 2.7837 1.260 1.557 -1.419 0.7131
N 0.1600 2.4101 1.4548 0.073 -0.647 0.675 0.8116
N -0.8570 2.9132 2.1595 -1.486 -1.200 1.424 -0.8553
C 5.6650 -4.4828 -1.9885 0.382 -0.276 0.124 -1.4344
C -2.2433 -2.6871 3.0661 0.258 -0.086 0.288 -0.7888
C 1.7244 2.4051 -5.1689 -0.130 0.254 -0.028 -1.2087
C 1.0916 0.1314 0.8683 -0.903 1.445 1.175 -2.2962
C 4.1797 -2.5123 -1.9814 -0.384 0.078 -0.240 -1.0020
C 1.8081 0.9040 -5.1337 -0.042 -0.091 0.145 -0.1968
C 0.2780 1.0226 1.5944 1.214 -1.287 -1.463 2.3684
C -0.7423 0.7132 2.5251 -0.921 0.667 0.686 -0.6978
C -0.8522 -0.7706 4.5695 -0.270 0.240 -0.792 -0.2852
C 0.0925 -1.2109 -2.6252 0.090 -0.273 0.170 0.9826
C 0.5029 -1.9887 -1.5949 -0.961 -0.030 -1.992 -0.6550
C 1.7806 -2.6822 -1.7289 1.308 -0.407 0.163 0.3184
C -1.3142 -0.8461 -2.8876 0.299 0.424 0.300 0.0662
C -1.1283 -0.5288 3.1964 0.046 -1.206 0.354 -0.6270
C 1.8892 -4.0943 -1.7596 -0.381 0.876 0.358 -0.4667
C 0.9375 -0.8468 -3.8163 0.695 -0.601 -0.989 -0.2822
C -4.3739 -1.4787 -1.1294 -0.181 -0.158 0.161 -1.1557
C 2.0035 4.0016 1.9547 0.317 -0.100 0.127 -1.4338
C -1.7830 -1.5271 2.4492 0.088 0.472 0.439 0.0114
C -2.7371 2.1156 3.4177 0.570 -0.024 -0.046 0.4099
C 1.0673 3.4214 0.8976 -0.357 -0.139 0.242 0.3890
C -2.5774 3.1909 4.4717 -0.007 0.117 0.380 -1.3589
C 3.1391 -4.6932 -1.8470 0.321 0.337 -0.144 -0.8470
C -3.4733 -0.8621 -2.1614 -0.409 0.098 0.193 -0.2807
C 0.1526 4.5144 0.3788 -0.041 0.471 -0.663 -1.3390
C 2.9372 -1.9102 -1.9293 -0.410 -0.215 0.624 0.0948
C -1.2769 -1.9518 5.1707 -0.201 -0.363 -0.334 -0.6290
C 4.2920 -3.9013 -1.9318 -0.161 0.237 -0.140 1.2340
C -1.9782 -2.9144 4.4240 0.023 0.395 -0.122 -0.3899
C -3.7265 2.5618 2.3552 -0.158 -0.085 -0.299 -1.2627
H 1.8587 0.5327 0.2236 0.069 -0.271 -0.054 0.0932
H -0.2148 -2.2708 -0.8298 0.141 0.056 -0.083 0.7136
H -3.7508 -1.1835 -3.1702 0.023 0.174 0.163 0.3682
H -3.8980 1.7732 1.6156 0.042 0.127 0.041 0.2328
H 0.9739 -4.6922 -1.7300 0.348 0.124 0.134 0.4396
H -4.6842 2.8075 2.8250 0.126 -0.085 -0.048 0.4363
H 2.6732 4.7290 1.4788 -0.120 -0.144 0.077 0.4373
H -3.4967 0.2321 -2.1096 -0.168 -0.143 -0.160 0.3229
H 5.6211 -5.5718 -1.9554 0.149 0.013 -0.013 0.3606
H -0.5022 4.8550 1.1910 0.324 0.033 -0.372 0.2920
H 0.9650 -0.9289 1.0609 0.274 0.231 -0.057 0.4228
H 2.8486 0.5677 -5.0121 -0.359 -0.073 -0.068 0.2938
H 1.3813 0.4602 -6.0443 0.169 -0.028 0.353 0.2992
H -4.4030 -2.5692 -1.2223 0.056 0.150 0.041 0.3269
H -4.0723 -1.2175 -0.1105 -0.009 -0.013 -0.123 0.1634
H 3.2452 -5.7796 -1.8603 -0.121 0.289 0.000 0.3019
H -0.3114 -0.0162 5.1453 -0.145 -0.219 -0.180 0.4495
H 1.4356 4.5329 2.7329 0.084 -0.250 -0.215 0.3002
H -2.1564 4.0969 4.0210 -0.097 -0.203 0.126 0.2940
H -3.3486 3.4563 1.8439 -0.105 -0.245 0.137 0.3023
H 2.0426 2.8369 -4.2170 -0.010 -0.037 -0.087 0.2768
H -0.4768 4.1310 -0.4303 0.023 0.089 0.095 0.3242
H 2.8258 -0.8250 -1.9704 0.165 -0.254 0.087 0.4560
H -1.9250 2.8542 5.2824 -0.023 0.101 -0.092 0.3330
H 2.3687 2.7928 -5.9587 0.000 0.009 -0.001 0.4052
H 6.2442 -4.1290 -1.1261 -0.012 -0.168 -0.154 0.3114
H -3.0283 1.1596 3.8607 0.016 0.122 -0.043 0.2073
H -2.7960 -3.4188 2.4805 0.131 0.068 0.150 0.4108
H 1.6353 2.9164 0.1109 -0.116 0.173 0.008 0.1923
H 6.2123 -4.1779 -2.8915 -0.212 -0.087 0.180 0.3093
H -2.3266 -3.8324 4.9048 0.140 0.329 -0.176 0.3673
H 2.6268 3.2293 2.4197 -0.163 0.102 -0.043 0.3398
H -1.0573 -2.1453 6.2204 -0.057 0.101 -0.242 0.3838
H 0.6997 2.7264 -5.3737 0.109 -0.003 0.068 0.2978
H -3.5579 3.4313 4.8969 0.172 -0.032 -0.046 0.4319
H -1.9457 -1.3324 1.3887 -0.045 -0.161 0.194 0.5878
H 0.7251 5.3641 -0.0045 0.000 -0.129 0.044 0.4577
H 5.0598 -1.8813 -2.0896 -0.032 -0.234 0.028 0.3487
H -5.3830 -1.1003 -1.2969 -0.054 -0.050 0.092 0.4138
```
Positions in Å, forces in eV/Å.

HOMO (Ha): -0.2152

---

Record 2
Molecular formula: CH3Cl2NO
Method: DFT, ωB97M-V/def2-TZVPD

```
8
Properties=species:S:1:pos:R:3:forces:R:3:nbo_charge:R:1
Cl 1.2098 -1.7843 0.0931 -0.390 -0.294 0.260 0.0578
Cl 1.6894 1.0608 -0.1142 -0.491 -0.336 0.423 -0.0681
O -0.1697 -0.1845 -1.5169 -0.129 2.284 4.215 -0.7173
N -0.4784 0.0585 1.0089 -0.410 0.000 -0.022 -0.8327
C 0.4036 -0.2577 -0.0097 0.618 0.894 -3.807 0.3357
H -0.9457 0.9241 0.7895 0.179 0.530 0.160 0.3797
H -1.2247 -0.6048 1.1329 0.070 -0.723 -0.022 0.3930
H -0.4844 0.7879 -1.3837 0.554 -2.355 -1.208 0.4520
```
Positions in Å, forces in eV/Å.

HOMO (Ha): -0.3932
SMILES: NC(O)(Cl)Cl

---

Record 3
Molecular formula: C4H3N2O
Method: DFT, ωB97M-V/def2-TZVPD

```
10
Properties=species:S:1:pos:R:3:forces:R:3:nbo_charge:R:1
O 3.5049 -0.2563 -0.2768 -0.591 0.002 -0.402 -0.3564
N 0.0560 0.6829 -0.4940 -1.412 0.977 0.133 -0.2160
N -1.7833 -0.1900 0.4664 1.332 -1.206 2.398 -0.6513
C -1.2422 0.9074 -0.2082 2.653 -0.491 -1.468 -0.0452
C 1.1906 0.3718 -0.6091 -2.677 1.996 -1.151 0.3405
C -1.1834 -0.8365 1.3360 0.550 -0.334 0.593 0.6593
C 2.3204 -0.3098 -0.2695 0.927 -1.828 1.946 0.3280
H 1.6043 -1.0770 0.2849 1.671 -0.252 -0.139 0.1742
H -2.5844 -0.8336 0.5083 -1.943 0.245 -1.347 0.5004
H -1.8829 1.5412 -0.7379 -0.509 0.892 -0.564 0.2666
```
Positions in Å, forces in eV/Å.

Total charge: +1
HOMO (Ha): -0.5158

---

Record 4
Molecular formula: C43H48AsN3P2S3Tl
Method: DFT, ωB97M-V/def2-TZVPD

```
101
Properties=species:S:1:pos:R:3:forces:R:3:mulliken_charge:R:1
Tl 1.4703 -0.1820 -0.0820 -0.186 -0.699 -0.083 1.2644
As 0.9197 2.9411 1.5025 0.092 0.195 0.225 0.6787
S -0.2363 2.2130 -3.9429 -0.099 0.047 -0.097 -0.4658
S -0.2641 -0.8718 2.5371 0.018 -0.046 0.084 -0.6958
S 2.2623 -3.0151 -1.3652 0.093 0.061 0.014 -0.3821
P 0.2834 -2.9092 -1.1962 -0.449 0.355 -0.432 2.2873
P -1.2709 -1.2924 0.8660 -0.423 0.362 -0.481 2.0897
N 3.0101 0.2962 -2.1015 0.113 0.112 -0.186 0.3539
N 4.1564 1.5711 -3.4563 -0.039 -0.074 -0.038 -0.0621
N 0.4937 1.6581 -1.2984 0.074 0.195 -0.009 -0.4405
C -2.4581 -3.3981 2.3396 -0.032 -0.034 -0.025 -0.4765
C 0.1318 5.6020 0.4086 0.036 0.004 -0.048 0.1117
C -0.2387 -4.4237 -0.3079 -0.079 0.059 0.139 -0.0095
C -2.4864 0.0670 0.5964 0.012 0.056 0.152 0.3255
C 0.1875 1.8898 -2.4075 0.160 -0.044 0.204 0.1085
C 1.1326 4.4969 0.2729 -0.218 0.032 -0.042 -1.2633
C -4.3125 2.1459 0.2249 0.023 -0.050 0.034 -0.5178
C 3.3954 -0.3678 2.5680 0.087 0.089 0.034 1.8058
C -0.9669 3.0230 1.9804 -0.074 -0.027 -0.145 -0.9364
C -3.5059 -2.8329 0.2497 0.011 -0.022 0.029 -0.6626
C 3.8663 1.0634 2.8147 0.071 -0.065 0.027 -1.2038
C -0.5689 -4.4566 -4.9225 0.014 0.020 0.092 -0.6599
C -1.1534 5.4626 -0.1242 0.040 -0.023 -0.069 -0.0132
C 1.5774 3.8980 3.0978 -0.127 0.023 0.071 -1.4658
C -0.3648 -3.1413 -2.9040 0.033 -0.017 -0.019 0.0058
C 0.4492 6.7974 1.0519 -0.038 -0.014 0.097 -0.3575
C 0.5326 -4.8093 0.7885 -0.055 -0.075 0.024 -0.4912
C -1.7585 7.6668 0.6389 0.054 -0.018 0.011 -0.4410
C -0.4849 7.8217 1.1690 -0.033 -0.078 -0.037 -0.6323
C -2.4791 -2.6407 1.1770 0.025 -0.040 -0.194 0.4198
C -0.8759 -6.7273 1.1311 -0.035 0.004 0.020 -0.5445
C 4.3600 -1.3567 3.2318 -0.038 -0.041 0.014 -1.7320
C -3.4027 0.3917 1.6010 0.075 0.114 -0.060 -0.6843
C -2.0865 6.4810 -0.0111 0.013 0.020 0.033 -0.6560
C 3.6428 0.5503 -4.2338 0.015 0.102 0.086 -0.7121
C -1.2764 -2.1588 -4.9158 0.018 -0.036 0.053 -0.6899
C -3.4600 -4.3353 2.5802 0.044 0.024 -0.040 -0.6953
C -0.1829 -4.3418 -3.5947 -0.013 0.043 -0.032 -0.5466
C 3.7450 1.3834 -2.1771 -0.092 -0.150 -0.204 0.1105
C -4.3096 1.4246 1.4175 0.031 -0.071 0.004 -0.6694
C -0.3928 -1.4005 -0.6253 0.876 -0.682 0.865 -1.4011
C 0.2154 -5.9534 1.5061 -0.027 0.070 -0.029 -0.7401
C -2.4998 0.7852 -0.5908 -0.133 -0.043 -0.048 -0.1153
C 4.1170 2.2969 -1.0569 0.019 -0.092 -0.121 -0.5048
C 3.2969 -0.6743 1.0844 -0.091 0.398 -0.194 -1.4034
C -1.6568 -6.3420 0.0511 0.002 0.060 -0.031 -0.7199
C -1.1168 -3.3628 -5.5865 -0.009 0.043 0.020 -0.4633
C -3.4096 1.8247 -0.7762 0.010 -0.005 -0.005 -0.6314
C -0.9087 -2.0508 -3.5765 -0.065 -0.071 -0.016 -0.5241
C 2.9347 -0.2284 -3.3784 -0.044 -0.074 0.195 -0.4012
C -1.3443 -5.1902 -0.6633 0.017 -0.003 0.096 -0.2368
C -4.5065 -3.7607 0.4927 0.035 0.012 -0.007 -0.5896
C -4.4864 -4.5118 1.6634 0.056 -0.010 0.002 -0.4717
H -3.5197 -2.2383 -0.6587 -0.019 -0.022 0.028 0.2927
H 1.4433 3.2627 3.9748 0.001 0.012 -0.013 0.3816
H 4.2045 3.3273 -1.4070 -0.015 -0.032 0.015 0.4744
H 4.6974 2.3469 -3.7841 0.064 0.109 -0.036 0.1675
H 3.8042 0.4940 -5.2978 -0.011 0.021 0.111 0.4010
H -1.4108 4.5423 -0.6411 0.002 0.041 0.038 0.4042
H 4.1363 -0.2512 0.5222 -0.077 -0.050 0.028 0.2173
H -2.5169 -6.9360 -0.2346 0.001 0.026 -0.002 0.3983
H -1.4111 -3.4507 -6.6275 0.023 0.008 0.062 0.3624
H -5.2695 -5.2371 1.8562 0.030 0.033 -0.001 0.3757
H -1.1141 2.3663 2.8368 0.042 -0.053 0.004 0.5153
H -1.2752 4.0377 2.2258 0.005 0.046 0.020 0.5572
H -1.7949 0.5243 -1.3678 -0.017 -0.006 0.009 -0.1201
H 1.1107 4.0818 -0.7328 -0.018 -0.048 -0.044 0.5206
H -0.4318 -5.3957 -5.4462 0.003 0.011 0.019 0.3816
H 2.1385 4.8662 0.4733 0.084 0.019 -0.018 0.5182
H -1.5708 2.6419 1.1578 -0.002 0.026 0.021 -0.1496
H -5.0149 1.6736 2.2036 0.044 -0.023 -0.038 0.3812
H -1.1254 -7.6249 1.6875 0.021 0.046 -0.033 0.3540
H -1.9647 -4.8860 -1.4963 -0.006 -0.021 -0.024 0.4489
H -1.6838 -1.2953 -5.4288 0.018 -0.015 0.030 0.4461
H -3.0775 6.3513 -0.4317 0.048 -0.010 0.005 0.4009
H -3.3829 -0.1588 2.5352 -0.010 0.007 0.001 0.3782
H 0.2791 -5.1822 -3.0894 -0.005 -0.006 -0.010 0.4414
H 3.2657 -1.7442 0.8922 0.014 -0.060 -0.009 0.4572
H -3.4054 2.3778 -1.7090 0.030 -0.022 0.016 0.4583
H -1.0326 -1.1156 -3.0414 0.006 -0.023 -0.030 0.3485
H 1.4446 6.9271 1.4665 -0.041 -0.003 -0.031 0.3639
H 1.0304 4.8334 3.2463 0.028 -0.062 -0.015 0.4507
H 3.1960 1.7734 2.3345 0.043 0.010 -0.004 -0.0819
H -0.2132 8.7436 1.6696 -0.002 -0.016 0.002 0.3668
H 5.3518 -1.2879 2.7698 -0.051 -0.012 0.052 0.3301
H -2.4876 8.4643 0.7259 0.027 -0.038 -0.004 0.3653
H 2.4105 -0.4992 3.0234 -0.017 0.011 0.010 -0.3121
H 2.3794 -1.1341 -3.5758 0.061 0.119 0.053 0.2886
H 3.3538 2.2585 -0.2839 -0.090 0.014 0.054 -0.3515
H 3.9035 1.2958 3.8847 0.005 -0.018 -0.091 0.4002
H 1.3955 -4.2121 1.0576 -0.010 -0.021 0.006 0.3355
H -5.3063 -3.8971 -0.2265 0.036 0.012 0.013 0.4027
H 4.4649 -1.1479 4.3029 -0.001 -0.016 -0.097 0.4453
H -5.0220 2.9527 0.0812 0.017 -0.001 0.007 0.3847
H -1.6613 -3.2320 3.0554 -0.021 -0.016 -0.004 0.4010
H 5.0671 1.9990 -0.6058 -0.019 0.018 -0.016 0.3113
H 0.8204 -6.2425 2.3577 -0.004 0.014 -0.029 0.4125
H 2.6402 4.1141 2.9915 0.036 -0.001 -0.011 0.3735
H -3.4390 -4.9252 3.4898 0.012 0.028 -0.031 0.3973
H 4.8727 1.2069 2.3993 -0.066 -0.010 0.049 0.3178
H 4.0055 -2.3854 3.1168 0.036 0.082 0.010 0.3340
```
Positions in Å, forces in eV/Å.

Total charge: -1
HOMO (Ha): -0.1690

---

| no. | F_max (eV/Å) |
| --- | --- |
| 1 | 2.5 |
| 2 | 4.8 |
| 3 | 3.5 |
| 4 | 1.4 |